## a
A 2-piece molecular cluster, C3H8O2 overall, computed with ωB97M-V with the def2-TZVPD basis set.

Each line ends with the Löwdin charge.
Cartesian coordinates (Å):
C (0.86428, -2.25852, -0.27544)  0.015
C (0.51130, -1.84608, 0.94522)  -0.273
O (-0.71077, -1.22450, 1.11485)  -0.057
H (1.79085, -2.82420, -0.34596)  0.049
H (0.53358, -1.70787, -1.14967)  0.058
H (0.91189, -2.23589, 1.88276)  0.102
H (-0.59748, -0.28556, 1.26513)  0.065
C (-0.83587, 2.31623, -0.55728)  -0.144
O (-0.28798, 1.00521, -0.49261)  -0.138
H (-1.84188, 2.22079, -0.15726)  0.085
H (-0.22061, 3.06664, -0.02694)  0.081
H (-0.78085, 2.72303, -1.56758)  0.072
H (0.66354, 1.05072, -0.63522)  0.084

E_LUMO: 0.74 eV
SMILES string: C=CO.CO
orbital gap: 10.17 eV
HOMO energy: -9.44 eV
total charge: 0

## b
A 2-piece molecular cluster, C3H8O2 overall, computed with ωB97M-V with the def2-TZVPD basis set.

Each line ends with the Löwdin charge.
Cartesian coordinates (Å):
O (1.49989, 1.05867, -0.87173)  0.037
C (1.24667, -0.10796, -0.66780)  -0.292
C (-0.15487, -0.67054, -0.73562)  -0.147
C (-1.20272, 0.21561, 0.01300)  -0.262
O (-0.65663, 1.23480, 0.81947)  -0.123
H (2.06182, -0.81717, -0.41815)  0.118
H (-0.41543, -0.73263, -1.80165)  0.120
H (-0.15127, -1.70272, -0.36681)  0.103
H (-1.90652, 0.65661, -0.70484)  0.114
H (-1.77365, -0.42330, 0.69337)  0.115
H (-0.14779, 1.81316, 0.23112)  0.079
H (0.59732, -0.15441, 1.86178)  0.059
H (0.98238, -0.77505, 2.01014)  0.079

E_LUMO: 0.97 eV
SMILES string: O=CCCO.[H][H]
orbital gap: 11.06 eV
HOMO energy: -10.09 eV
total charge: 0

Consider the structures shown above. The most stable of them is b.